Run one
Computed, not measured: C6H7B in the gas phase, with wB97M-V/def2-TZVPD.

```
14
Properties=species:S:1:pos:R:3:nbo_charge:R:1
C 1.38 0.55 0.44 -0.469
C -0.89 1.00 0.30 -0.221
C -0.52 -1.20 -0.25 -0.282
C 0.15 0.00 0.22 0.037
C -1.84 -0.92 -0.37 -0.145
C -2.07 0.54 -0.12 -0.227
B 2.66 -0.11 -0.03 0.397
H -3.14 0.86 -0.09 0.225
H -2.64 -1.54 -0.46 0.202
H -0.60 2.00 0.38 0.204
H 0.03 -2.08 -0.55 0.226
H 2.47 -0.97 -0.78 -0.081
H 1.35 1.50 0.88 0.207
H 3.67 0.38 0.44 -0.074
```

Summary:
Kohn-Sham gap, Eh: 0.2780
Lowest unoccupied orbital energy, eV: -1.26
Total charge: 0
Multiplicity: 1

---

Run two
Computed, not measured: C6H7B in the gas phase, with wB97M-V/def2-TZVPD.

```
14
Properties=species:S:1:pos:R:3:nbo_charge:R:1
C -1.22 -1.85 0.00 -0.888
C -1.44 0.92 0.02 -0.143
C 1.66 1.28 -0.01 -0.761
C -4.02 0.65 -0.01 0.097
C 0.64 0.27 0.02 0.126
C -2.77 0.74 -0.01 -0.444
B -0.57 -0.41 0.01 0.278
H 2.59 0.78 0.28 0.288
H 1.80 1.71 -1.01 0.233
H 1.48 2.08 0.70 0.260
H -2.06 -1.91 0.68 0.252
H -1.04 1.93 0.05 0.221
H -1.60 -2.10 -0.99 0.248
H -0.51 -2.62 0.27 0.233
```

Summary:
Kohn-Sham gap (alpha / beta), Eh: 0.2900 / 0.2900
Lowest unoccupied orbital energy (alpha / beta), eV: -1.32 / -1.32
Total charge: 0
Multiplicity: 1

---

Name the most stable of them. run one.

---

Run one
Computed, not measured: 2 unconnected molecules or ions with the total composition C8H10N4, with wB97M-V/def2-TZVPD.

```
22
Properties=species:S:1:pos:R:3:nbo_charge:R:1
N 2.54 -0.39 0.55 -0.493
N 0.89 0.46 -0.79 -0.601
N -0.66 1.83 -1.83 -0.460
N 0.50 -0.35 1.50 -0.697
C 2.67 -0.73 2.04 -0.287
C -2.49 -0.32 -1.35 -0.100
C -0.31 0.67 -1.21 0.389
C -2.04 1.64 -2.41 0.026
C 1.33 -0.70 2.80 -0.233
C -1.22 -0.51 -1.02 -0.340
C 1.33 -0.24 0.39 0.564
C -2.97 0.82 -2.15 -0.379
H -0.67 -0.37 1.74 0.443
H -0.99 -1.63 -0.84 0.251
H -2.78 -1.67 -1.85 0.185
H -2.08 2.62 -3.11 0.204
H 1.26 0.22 3.69 0.213
H 3.34 -1.55 2.31 0.220
H 0.90 -1.77 3.25 0.206
H 3.46 0.16 2.52 0.189
H -3.78 1.10 -2.87 0.263
H 1.76 0.71 -1.35 0.436
```

Summary:
Kohn-Sham gap, Eh: 0.3279
Lowest unoccupied orbital energy, eV: 0.43
Total charge: 0
Multiplicity: 1

---

Run two
Computed, not measured: 2 unconnected molecules or ions with the total composition C8H10N4, with wB97M-V/def2-TZVPD.

```
22
Properties=species:S:1:pos:R:3:nbo_charge:R:1
N -2.82 0.57 2.08 -0.616
N 3.20 -1.92 -0.02 -0.207
N -0.96 -0.64 2.80 -0.720
N 0.80 0.67 1.14 -0.845
C 0.98 0.59 -3.97 -0.121
C -3.72 -0.49 2.56 -0.415
C 1.71 0.13 -2.86 0.036
C 2.79 -1.13 -0.89 0.166
C -0.58 1.18 1.17 -0.296
C 2.18 -0.49 -1.89 -0.032
C 0.24 0.78 -4.89 -0.085
C -1.45 0.25 2.04 0.431
H -0.44 0.89 -5.68 0.241
H -0.65 2.18 1.65 0.194
H 1.32 1.06 0.36 0.368
H 1.27 0.95 2.01 0.369
H -4.74 -0.06 2.64 0.196
H -3.38 -0.82 3.54 0.229
H -3.11 0.98 1.21 0.366
H -3.75 -1.36 1.89 0.183
H 0.02 -0.78 2.55 0.359
H -1.05 1.27 0.16 0.198
```

Summary:
Kohn-Sham gap, Eh: 0.2944
Lowest unoccupied orbital energy, eV: -0.83
Total charge: 0
Multiplicity: 1

---

Name the most stable of them. run two.

---

Run one
Computed, not measured: a gas-phase ion, CH7N5P (charge +1), with wB97M-V/def2-TZVPD.

```
14
Properties=species:S:1:pos:R:3:nbo_charge:R:1
P -1.46 0.93 0.01 1.391
N -0.45 -1.31 0.16 -0.678
N -2.67 -0.17 -0.12 -1.086
N -0.08 0.07 0.09 -0.615
N 1.67 1.60 0.49 -0.820
N 2.18 -0.24 -0.70 -0.693
C 1.37 0.44 -0.09 0.582
H 0.14 -1.91 0.72 0.402
H -3.52 0.28 0.27 0.444
H 2.10 -0.92 -1.38 0.397
H -2.54 -1.12 -0.20 0.442
H 2.68 1.85 0.55 0.443
H -0.45 -1.80 -0.72 0.373
H 1.03 2.31 0.92 0.418
```

Summary:
Kohn-Sham gap, Eh: 0.3048
Lowest unoccupied orbital energy, eV: -5.36
Total charge: +1
Multiplicity: 1

---

Run two
Computed, not measured: a gas-phase ion, CH7N5P (charge +1), with wB97M-V/def2-TZVPD.

```
14
Properties=species:S:1:pos:R:3:nbo_charge:R:1
P -0.06 -0.48 -0.53 1.275
N -0.16 2.46 -0.89 -0.610
N -0.12 -1.06 0.99 -0.552
N 0.63 -1.90 1.69 -0.503
N -1.74 1.38 0.50 -0.800
N 1.28 -0.71 -1.49 -1.153
C -0.69 1.50 -0.34 0.425
H 1.21 -0.23 -2.40 0.440
H -2.37 2.12 0.41 0.436
H 1.72 -1.61 -1.44 0.431
H -1.72 0.61 1.07 0.427
H 1.19 -2.59 1.31 0.378
H 0.21 -2.14 2.52 0.389
H 0.60 2.67 -1.40 0.416
```

Summary:
Kohn-Sham gap (alpha / beta), Eh: 0.2809 / 0.2810
Lowest unoccupied orbital energy (alpha / beta), eV: -5.45 / -5.46
Total charge: +1
Multiplicity: 1

---

Name the most stable of them. run one.

---

Run one
Computed, not measured: C4H11N2S in the gas phase, with wB97M-V/def2-TZVPD.

```
18
Properties=species:S:1:pos:R:3:nbo_charge:R:1
S -2.29 1.01 -0.23 0.100
N 1.19 1.46 -1.52 -0.854
N 0.34 -0.67 -0.95 -0.667
C -0.79 -1.04 1.42 -0.432
C 1.50 0.04 -1.68 -0.056
C 0.49 -0.56 0.69 -0.222
C -1.64 0.24 1.35 -0.606
H 0.68 0.51 0.81 0.193
H -2.67 -0.08 1.85 0.251
H 0.34 1.39 -0.95 0.347
H -1.31 -1.91 1.00 0.232
H -0.40 -1.15 2.51 0.220
H -1.16 0.76 2.24 0.230
H 0.80 1.95 -2.32 0.361
H 1.69 -0.08 -2.72 0.187
H 1.35 -1.21 0.89 0.207
H 2.38 -0.46 -1.12 0.169
H -0.52 -0.21 -1.26 0.342
```

Summary:
Kohn-Sham gap (alpha / beta), Eh: 0.3417 / 0.2239
Lowest unoccupied orbital energy (alpha / beta), eV: 0.84 / -2.31
Total charge: 0
Multiplicity: 2
<S²>: 0.7533

---

Run two
Computed, not measured: C4H11N2S in the gas phase, with wB97M-V/def2-TZVPD.

```
18
Properties=species:S:1:pos:R:3:nbo_charge:R:1
S 1.77 1.57 2.73 0.086
N -0.55 -2.23 -2.00 -0.821
N -0.52 -0.10 -0.60 -0.689
C 0.24 -1.12 -1.20 -0.019
C -1.08 1.33 1.18 -0.608
C 1.33 0.38 1.25 -0.556
C 0.11 0.91 0.40 -0.049
H 2.33 0.25 0.63 0.251
H 0.96 -0.60 1.74 0.239
H -1.50 -1.86 -2.12 0.346
H -0.98 2.37 1.63 0.225
H 0.98 -1.68 -0.55 0.160
H -1.13 0.59 1.99 0.207
H 0.00 -2.03 -2.82 0.362
H 0.48 1.68 -0.19 0.177
H -1.52 -0.08 -0.72 0.385
H -1.97 1.27 0.63 0.207
H 1.06 -0.65 -1.97 0.097
```

Summary:
Kohn-Sham gap (alpha / beta), Eh: 0.3415 / 0.2292
Lowest unoccupied orbital energy (alpha / beta), eV: 0.94 / -2.10
Total charge: 0
Multiplicity: 2
<S²>: 0.7531

---

Name the most stable of them. run two.